Here is the molecule C28H28ClN3O4S in a non-equilibrium geometry from OMol25. Energies are from ωB97M-V/def2-TZVPD.

Computed properties:
* HOMO energy: -8.776 eV
* LUMO energy: 0.1 eV
* relative energy (zero: lowest compared OMol25 entry of this formula, charge and spin): 0.4756 eV
* frontier orbital gap: 8.9 eV

```
! RIJCOSX wB97M-V def2-TZVPD def2/J DEFGRID3
* xyz 0 1
O 3.418 2.204 -1.191
C 3.162 1.820 -0.066
N 4.077 1.758 0.925
H 3.844 1.286 1.782
C 5.467 2.092 0.731
H 5.564 2.435 -0.301
H 5.729 2.916 1.405
C 6.400 0.909 0.993
H 6.178 0.483 1.974
H 7.427 1.275 1.016
C 6.298 -0.165 -0.091
N 4.969 -0.743 -0.166
C 4.736 -1.776 0.826
H 4.948 -1.384 1.822
C 3.272 -2.211 0.755
H 3.074 -3.024 1.456
O 2.948 -2.704 -0.523
C 3.206 -1.728 -1.509
C 4.660 -1.266 -1.485
H 4.788 -0.468 -2.218
H 5.318 -2.113 -1.751
H 2.964 -2.191 -2.468
H 2.560 -0.856 -1.340
H 2.625 -1.353 0.997
H 5.382 -2.656 0.651
H 6.512 0.304 -1.054
H 7.066 -0.938 0.086
C 1.769 1.428 0.330
C 0.899 1.059 -0.693
C -0.421 0.731 -0.418
C -0.863 0.797 0.897
C -0.017 1.175 1.918
C 1.302 1.486 1.641
H 1.943 1.811 2.447
H -0.416 1.225 2.921
S -2.620 0.464 1.227
O -2.808 0.684 2.658
C -2.967 2.057 0.411
C -3.395 3.129 1.167
C -3.655 4.340 0.548
C -3.500 4.460 -0.824
C -3.088 3.375 -1.580
C -2.800 2.163 -0.965
C -2.441 0.974 -1.791
O -3.131 0.617 -2.725
N -1.294 0.323 -1.449
C -0.999 -0.964 -2.070
C -1.365 -2.054 -1.094
C -2.701 -2.208 -0.742
C -3.057 -3.138 0.217
C -2.099 -3.927 0.835
C -0.772 -3.774 0.474
C -0.401 -2.840 -0.479
H 0.640 -2.737 -0.742
H -0.016 -4.384 0.943
H -2.391 -4.647 1.582
Cl -4.718 -3.307 0.656
H -3.459 -1.607 -1.221
H 0.059 -1.015 -2.335
H -1.612 -1.025 -2.973
H -2.983 3.456 -2.651
H -3.710 5.400 -1.310
H -3.985 5.184 1.134
H -3.517 2.992 2.231
H 1.264 1.069 -1.710
*
```

***

Here is a cluster of 2 separate species, C28H28F3N3O2 in total in a non-equilibrium geometry from OMol25. Energies are from ωB97M-V/def2-TZVPD.

Computed properties:
* HOMO energy: -4.730 eV
* LUMO energy: -2.5 eV
* frontier orbital gap: 2.3 eV

```
! RIJCOSX wB97M-V def2-TZVPD def2/J DEFGRID3
* xyz 0 1
F 1.236 -0.094 -8.033
C 0.263 -0.034 -7.106
F -0.634 0.915 -7.436
F -0.350 -1.227 -6.998
C 0.874 0.315 -5.763
C 0.122 1.001 -4.829
C 0.645 1.301 -3.597
C 1.950 0.917 -3.263
C 2.488 1.247 -1.993
C 3.734 1.002 -1.631
N 4.875 0.788 -1.359
C 2.704 0.220 -4.223
C 2.165 -0.077 -5.452
H -0.879 1.304 -5.091
H 0.060 1.848 -2.876
H 1.856 1.752 -1.284
H 3.708 -0.082 -3.978
H 2.737 -0.614 -6.191
C -3.155 -4.624 -2.793
O -2.236 -4.997 -1.796
C -1.719 -3.939 -1.054
C -0.755 -4.236 -0.084
C -0.184 -3.247 0.673
C -0.552 -1.910 0.504
C 0.072 -0.843 1.282
C 1.395 -0.737 1.527
C 1.926 0.401 2.340
N 0.870 1.251 2.910
C 0.307 0.924 4.150
C -0.705 1.672 4.663
C -1.197 2.786 3.959
N -2.270 3.573 4.501
C -2.006 4.690 5.405
C -3.660 3.210 4.251
C -0.620 3.116 2.719
C 0.390 2.362 2.203
C 2.353 -1.655 0.863
C 3.333 -2.425 1.684
O 2.334 -1.799 -0.341
C -1.534 -1.614 -0.444
C -2.095 -2.600 -1.215
H -3.465 -5.524 -3.325
H -4.030 -4.160 -2.338
H -2.685 -3.939 -3.499
H -0.460 -5.262 0.045
H 0.562 -3.491 1.409
H -0.576 -0.087 1.688
H 2.545 0.024 3.158
H 2.576 1.024 1.719
H 0.703 0.081 4.688
H -1.140 1.435 5.616
H -0.934 4.832 5.522
H -2.435 5.605 5.004
H -2.439 4.498 6.384
H -3.704 2.351 3.584
H -4.161 2.952 5.181
H -4.186 4.039 3.783
H -0.983 3.986 2.200
H 0.844 2.610 1.260
H 3.173 -2.270 2.749
H 3.239 -3.490 1.479
H 4.352 -2.132 1.437
H -1.826 -0.588 -0.582
H -2.819 -2.336 -1.964
*
```

***

Here is a structure of composition C28H28F5N5OS2V in a non-equilibrium geometry from OMol25. Energies are from ωB97M-V/def2-TZVPD.

Computed properties:
* HOMO energy (alpha / beta): -6.085 / -5.294 eV
* LUMO energy (alpha / beta): 0.3 / 0.2 eV
* relative energy (zero: lowest compared OMol25 entry of this formula, charge and spin): 0.1785 eV
* frontier orbital gap (alpha / beta): 6.4 / 5.5 eV
* expectation value of S²: 0.77

```
! RIJCOSX wB97M-V def2-TZVPD def2/J DEFGRID3
* xyz 0 2
V -0.460 -1.042 -0.346
S -1.765 -3.104 -0.116
C -2.501 -2.001 0.976
N -2.228 -0.718 0.920
C -3.001 0.012 1.837
C -3.054 1.398 1.963
C -3.884 1.960 2.922
C -4.667 1.163 3.761
C -4.640 -0.215 3.630
C -3.811 -0.773 2.662
S -3.616 -2.445 2.242
H -2.458 2.023 1.309
H -3.927 3.039 3.019
H -5.305 1.621 4.508
H -5.255 -0.846 4.263
O 1.497 -3.985 1.385
C 1.823 -4.642 0.163
C 3.036 -4.031 -0.517
C 2.930 -2.516 -0.752
C 2.045 -2.208 -1.933
C 2.582 -2.403 -3.207
C 1.801 -2.316 -4.338
C 0.443 -2.100 -4.168
C -0.034 -1.899 -2.897
N 0.744 -1.857 -1.778
H 2.148 -4.219 2.051
H 0.941 -4.561 -0.474
H 2.002 -5.706 0.336
H 3.200 -4.540 -1.475
H 3.916 -4.226 0.104
H 3.926 -2.126 -0.971
H 2.573 -2.047 0.159
H 3.640 -2.630 -3.283
H 2.230 -2.444 -5.325
H -0.248 -2.104 -5.002
H -1.099 -1.782 -2.738
C -0.233 4.581 0.767
C 0.357 3.338 1.389
N -0.123 2.171 0.673
C -0.501 2.109 -0.613
N -0.756 0.926 -1.146
C -1.386 0.901 -2.488
C -1.972 2.222 -2.935
C -0.930 3.286 -2.700
N -0.610 3.299 -1.282
C -0.014 4.513 -0.729
H 0.240 5.472 1.181
H -1.306 4.633 0.974
H 0.058 3.239 2.431
H 1.450 3.388 1.365
H -0.066 1.264 1.113
H -2.182 0.153 -2.471
H -0.656 0.577 -3.231
H -2.869 2.458 -2.357
H -2.247 2.175 -3.989
H -1.293 4.277 -2.968
H -0.038 3.081 -3.306
H -0.477 5.361 -1.231
H 1.061 4.550 -0.945
F 2.294 0.681 -0.493
C 2.118 0.137 0.742
C 0.967 -0.591 1.037
C 0.982 -1.076 2.342
F -0.046 -1.803 2.822
C 2.019 -0.905 3.244
F 1.965 -1.427 4.476
C 3.124 -0.176 2.874
F 4.131 0.022 3.732
C 3.169 0.359 1.605
F 4.244 1.071 1.229
*
```

***

Here is a cluster of 2 separate species, C28H28N3O in total in a non-equilibrium geometry from OMol25. Energies are from ωB97M-V/def2-TZVPD.

Computed properties:
* HOMO energy: -10.070 eV
* LUMO energy: -4.6 eV
* relative energy (zero: lowest compared OMol25 entry of this formula, charge and spin): 1.6084 eV
* frontier orbital gap: 5.5 eV

```
! RIJCOSX wB97M-V def2-TZVPD def2/J DEFGRID3
* xyz 1 1
C -5.045 -1.456 5.522
O -4.643 -1.841 4.172
C -3.647 -1.088 3.626
C -3.277 -1.338 2.273
C -2.098 -0.796 1.777
C -1.257 -0.067 2.624
N 0.030 0.277 2.188
C 0.492 0.125 0.894
N 1.811 0.509 0.980
C 2.809 0.444 -0.057
C 2.133 0.951 2.266
C 1.027 0.820 3.013
C -1.700 0.310 3.904
C -2.924 -0.135 4.387
H -5.823 -2.146 5.834
H -4.198 -1.517 6.214
H -5.432 -0.431 5.524
H -3.926 -1.952 1.652
H -1.787 -0.938 0.744
H 2.435 -0.077 -0.941
H 3.153 1.439 -0.373
H 3.688 -0.095 0.316
H 3.114 1.274 2.556
H 0.817 1.021 4.042
H -1.116 0.968 4.542
H -3.322 0.240 5.335
C 1.939 2.913 -5.368
N 1.312 2.403 -4.152
C 0.763 1.151 -4.018
C 0.170 1.027 -2.726
C -0.426 -0.001 -1.972
C -0.136 -1.379 -2.064
C 1.186 -1.837 -2.361
C 1.608 -3.106 -1.953
C 0.720 -3.911 -1.227
C 1.189 -5.083 -0.441
C -0.656 -3.592 -1.196
C -1.096 -2.374 -1.680
C 0.359 2.326 -2.106
C 0.233 2.612 -0.762
C 0.948 3.681 -0.231
C 1.678 4.524 -1.088
C 1.797 4.249 -2.462
C 1.119 3.138 -2.965
H 2.590 3.754 -5.102
H 2.511 2.108 -5.852
H 1.188 3.270 -6.093
H 0.751 0.453 -4.850
H -1.232 0.325 -1.288
H 1.900 -1.145 -2.827
H 2.640 -3.418 -2.117
H 0.471 -5.908 -0.437
H 2.153 -5.456 -0.778
H 1.310 -4.783 0.608
H -1.363 -4.310 -0.751
H -2.160 -2.110 -1.670
H -0.365 1.930 -0.164
H 0.963 3.835 0.849
H 2.198 5.371 -0.648
H 2.426 4.842 -3.124
*
```

***

Here is a structure of composition C28H29AsBF8LuN5OPS in a non-equilibrium geometry from OMol25. Energies are from ωB97M-V/def2-TZVPD.

Computed properties:
* HOMO energy (alpha / beta): -9.773 / -9.873 eV
* LUMO energy (alpha / beta): -2.5 / -3.6 eV
* relative energy (zero: lowest compared OMol25 entry of this formula, charge and spin): 2.0084 eV
* frontier orbital gap (alpha / beta): 7.2 / 6.3 eV
* expectation value of S²: 0.78

```
! RIJCOSX wB97M-V def2-TZVPD def2/J DEFGRID3
* xyz 1 2
Lu -0.998 0.209 1.085
C -2.954 -0.705 -0.306
C -3.024 -1.999 0.248
C -3.623 -1.913 1.509
C -3.975 -0.578 1.749
C -3.575 0.188 0.649
H -2.852 -0.483 -1.362
H -2.736 -2.915 -0.243
H -3.836 -2.742 2.160
H -4.526 -0.221 2.606
H -3.932 1.186 0.414
N 0.319 -2.585 -0.649
P 0.641 -0.928 -0.903
C 2.421 -1.042 -1.374
C 2.778 -1.774 -2.505
C 4.104 -1.879 -2.879
C 5.087 -1.256 -2.125
C 4.741 -0.529 -1.000
C 3.412 -0.420 -0.623
C -0.020 -0.706 -2.591
C 0.514 0.317 -3.372
C 0.032 0.535 -4.647
C -0.992 -0.257 -5.145
C -1.540 -1.259 -4.363
C -1.058 -1.487 -3.085
C -0.113 -3.156 0.526
C -0.124 -4.551 0.649
C -0.572 -5.110 1.825
C -0.971 -4.268 2.858
C -0.926 -2.906 2.650
N -0.528 -2.339 1.503
H 0.622 -3.242 -1.362
H 2.012 -2.239 -3.109
H 4.369 -2.442 -3.761
H 6.120 -1.337 -2.423
H 5.509 -0.040 -0.420
H 3.139 0.161 0.246
H 1.319 0.927 -2.976
H 0.447 1.325 -5.255
H -1.363 -0.089 -6.143
H -2.352 -1.859 -4.742
H -1.491 -2.265 -2.471
H 0.207 -5.166 -0.174
H -0.605 -6.182 1.939
H -1.323 -4.666 3.794
H -1.223 -2.227 3.439
N 1.835 -0.095 4.289
C 1.906 -0.567 3.032
N 2.957 -1.365 2.748
O 1.063 -0.298 2.160
H 2.561 -0.265 4.964
H 1.111 0.561 4.535
H 3.639 -1.622 3.439
H 2.994 -1.798 1.842
F -1.598 0.178 3.130
As -1.667 2.019 3.417
F 0.081 1.960 3.005
F -1.325 1.722 5.091
F -1.596 3.738 3.601
F -3.361 1.942 3.586
F -1.816 2.243 1.595
F 2.647 2.839 -0.335
B 1.344 2.856 -0.335
F 0.805 1.888 0.444
S -1.523 1.998 -1.362
C -1.017 3.580 -1.097
N -1.910 4.566 -0.986
C -1.617 5.857 -0.701
C -0.302 6.199 -0.358
C 0.698 5.294 -0.450
C 0.457 3.933 -1.079
H -2.885 4.292 -1.071
H -2.424 6.565 -0.686
H -0.108 7.192 0.012
H 1.705 5.510 -0.140
H 0.782 3.993 -2.135
*
```

***

Here is a structure of composition C28H29AsClIrO5Si in a non-equilibrium geometry from OMol25. Energies are from ωB97M-V/def2-TZVPD.

Computed properties:
* HOMO energy: -8.470 eV
* LUMO energy: -0.6 eV
* relative energy (zero: lowest compared OMol25 entry of this formula, charge and spin): 1.0096 eV
* frontier orbital gap: 7.9 eV

```
! RIJCOSX wB97M-V def2-TZVPD def2/J DEFGRID3
* xyz 0 1
Ir 1.665 0.750 0.303
O 4.147 3.628 -1.327
Cl 3.301 2.778 -0.583
O 2.849 3.369 0.642
O 3.954 1.487 -0.276
O 2.111 2.370 -1.388
C -2.265 -3.732 1.003
C -1.314 -3.108 1.794
C -0.799 -1.871 1.426
C -1.248 -1.263 0.260
C -2.210 -1.881 -0.532
C -2.712 -3.119 -0.161
As -0.552 0.478 -0.242
C -0.922 0.568 -2.120
C -0.119 0.198 -3.183
C -0.596 0.388 -4.474
C -1.842 0.963 -4.684
C -2.619 1.388 -3.614
C -2.152 1.207 -2.319
C -2.810 1.718 -1.089
C -4.052 2.340 -1.027
C -4.533 2.805 0.188
C -3.794 2.655 1.356
C -2.559 2.020 1.318
C -2.090 1.565 0.099
H -2.659 -4.699 1.289
H -0.964 -3.584 2.702
H -0.035 -1.387 2.022
H -2.553 -1.414 -1.448
H -3.453 -3.606 -0.782
H 0.863 -0.229 -3.022
H 0.016 0.094 -5.317
H -2.204 1.105 -5.694
H -3.564 1.884 -3.797
H -4.647 2.461 -1.923
H -5.498 3.293 0.226
H -4.178 3.031 2.294
H -1.979 1.887 2.222
C 1.902 -0.789 4.666
Si 1.485 0.783 3.742
C -0.089 1.507 4.452
C 2.880 2.004 3.938
O 1.204 0.412 2.178
H 1.966 -0.618 5.744
H 2.865 -1.182 4.332
H 1.150 -1.563 4.495
H -0.038 1.582 5.541
H -0.953 0.885 4.201
H -0.266 2.510 4.055
H 2.972 2.337 4.974
H 2.723 2.884 3.309
H 3.834 1.562 3.640
C 2.378 -1.134 0.093
C 2.218 -1.691 -1.280
C 1.193 -2.586 -1.588
C 1.044 -3.068 -2.880
C 1.929 -2.679 -3.877
C 2.971 -1.811 -3.575
C 3.112 -1.317 -2.286
H 3.429 -0.915 0.317
H 1.938 -1.773 0.858
H 0.519 -2.915 -0.807
H 0.239 -3.756 -3.106
H 1.816 -3.062 -4.883
H 3.681 -1.525 -4.340
H 3.912 -0.624 -2.052
*
```

***

Here is a structure of composition C28H29BN7PSr in a non-equilibrium geometry from OMol25. Energies are from ωB97M-V/def2-TZVPD.

Computed properties:
* HOMO energy (alpha / beta): -3.293 / -3.250 eV
* LUMO energy (alpha / beta): -0.3 / -0.4 eV
* relative energy (zero: lowest compared OMol25 entry of this formula, charge and spin): 0.4446 eV
* frontier orbital gap (alpha / beta): 3.0 / 2.9 eV

```
! RIJCOSX wB97M-V def2-TZVPD def2/J DEFGRID3
* xyz 0 1
H 2.342 -4.250 -0.653
N 1.256 -3.130 -2.118
B 0.705 -1.625 -4.173
N 1.663 -2.329 -3.181
C 3.005 -2.400 -3.297
Sr -0.662 -3.836 -0.964
H 3.506 -1.939 -4.136
C 3.505 -3.161 -2.243
H 4.540 -3.351 -2.015
C 2.387 -3.617 -1.537
H 0.988 -1.998 -5.281
C -1.688 1.083 -0.755
H -2.506 1.718 -1.139
H -2.108 0.111 -0.446
H -0.981 0.893 -1.589
N 0.924 -0.064 -4.072
N -0.813 -1.888 -3.966
N 0.582 0.608 -2.917
N -1.425 -2.376 -2.814
C 1.432 0.804 -4.983
C -1.741 -1.696 -4.925
H 1.718 0.473 -5.968
H -1.443 -1.414 -5.925
C 1.472 2.070 -4.396
C -3.001 -1.937 -4.375
C 0.948 1.893 -3.102
C -2.764 -2.367 -3.062
H 1.821 2.985 -4.839
H -3.937 -1.817 -4.883
H 0.837 2.660 -2.343
H -3.479 -2.647 -2.294
H -1.212 2.692 0.266
N -1.022 1.713 0.354
P -0.537 1.070 1.799
C -0.256 -0.695 1.618
C 0.958 -1.169 1.074
C 1.353 -2.487 1.286
C 0.507 -3.386 1.949
C -0.764 -2.962 2.341
C -1.157 -1.640 2.157
C 0.944 1.982 2.276
C 0.856 3.388 2.345
C 1.987 4.150 2.645
C 3.199 3.513 2.936
C 3.275 2.118 2.941
C 2.155 1.352 2.615
C -1.741 1.448 3.096
C -3.124 1.447 2.824
C -4.037 1.800 3.824
C -3.588 2.144 5.103
C -2.218 2.135 5.385
C -1.301 1.788 4.391
H 1.620 -0.478 0.538
H 2.378 -2.783 1.029
H 0.867 -4.394 2.189
H -1.439 -3.654 2.858
H -2.143 -1.315 2.504
H -0.099 3.886 2.167
H 1.918 5.239 2.643
H 4.084 4.109 3.153
H 4.212 1.615 3.180
H 2.222 0.264 2.617
H -3.482 1.191 1.825
H -5.104 1.814 3.597
H -4.302 2.430 5.877
H -1.858 2.410 6.377
H -0.233 1.811 4.613
*
```

***

M list, top to bottom, in Da: 538.1 495.5 660.6 422.6 927.3 776.2 593.0